# 1
# C7H12Si

A structure of composition C7H12Si in a non-equilibrium geometry (ωB97M-V with the def2-TZVPD basis set, the Open Molecules 2025 dataset).

The energy above the lowest of the compared OMol25 structures with the same formula, charge and spin is 60.4 kcal per mole. For the gap between HOMO and LUMO, the calculation gives 0.370 hartree. The maximum force is 5.1 eV Å⁻¹. The calculated total energy comes out at -563.2894 a.u.

XYZ file:
```
20
Properties=species:S:1:pos:R:3:forces:R:3
C 2.657 0.928 -0.154 -1.3 -1.6 0.0
C 1.948 -0.058 -0.284 -2.8 -1.3 1.0
C -2.333 -0.093 -0.467 -1.1 -0.9 1.2
C -2.218 -0.743 0.970 -1.6 4.8 0.4
C -1.203 -0.772 -1.260 -0.2 -1.1 -0.2
C -0.791 -0.320 1.417 0.2 -1.5 0.6
C 3.735 1.823 -0.403 1.6 1.1 1.9
Si 0.063 -1.278 0.054 2.4 2.6 -0.4
H -3.418 -0.301 -0.772 1.7 0.4 -0.3
H -2.164 1.003 -0.342 -0.3 -0.8 -0.3
H -3.155 -0.349 1.528 1.8 -0.3 -0.2
H -2.410 -1.759 0.934 0.1 -2.3 -0.2
H -1.577 -1.629 -1.866 0.4 0.7 0.3
H -0.607 -0.111 -1.844 0.0 0.6 -1.1
H -0.499 0.709 1.224 -0.6 0.3 -0.1
H -0.465 -0.525 2.445 -0.3 -0.2 -0.2
H 3.619 2.166 -1.381 0.4 0.3 -1.9
H 3.896 2.766 0.174 -0.8 -0.8 0.2
H 4.651 1.258 -0.204 0.1 0.2 -0.6
H 0.268 -2.715 0.231 0.3 -0.1 0.0
```
Forces are in eV/Å.



# 2
# C7H12Si

An isolated molecule of C7H12Si in a non-equilibrium geometry (ωB97M-V with the def2-TZVPD basis set, the Open Molecules 2025 dataset).

The energy above the lowest of the compared OMol25 structures with the same formula, charge and spin is 52.3 kcal per mole. For the gap between HOMO and LUMO, the calculation gives 0.322 hartree. The maximum force is 4.3 eV Å⁻¹. The calculated total energy comes out at -563.3023 a.u.

XYZ file:
```
20
Properties=species:S:1:pos:R:3:forces:R:3
C -3.015 -0.769 1.317 2.4 -0.5 0.0
C -2.310 -0.113 0.406 -0.8 0.5 -0.2
C -2.225 0.856 -0.657 1.5 -0.2 1.7
C -1.080 0.324 -0.167 -0.8 0.2 -1.4
Si 0.762 0.175 -0.190 1.4 -0.7 -1.1
C 1.253 1.152 1.331 1.0 -1.9 0.8
C 1.434 0.597 -1.997 1.9 0.9 3.8
C 1.301 -1.650 -0.088 -1.0 0.6 2.7
H -2.460 -1.426 2.002 -0.7 0.2 -0.2
H -4.039 -0.624 1.344 -1.8 0.0 0.4
H -2.583 1.777 -1.089 -0.2 -0.3 -0.5
H 0.848 2.127 1.222 -0.6 0.9 0.5
H 0.931 0.543 2.260 0.0 1.3 -1.4
H 2.342 1.255 1.465 -0.2 0.0 -0.3
H 2.549 0.745 -1.998 -0.9 0.2 0.3
H 1.324 -0.233 -2.576 -0.8 -2.5 -1.6
H 0.975 1.406 -2.446 -0.9 1.8 -1.0
H 2.123 -1.916 0.612 -0.1 0.4 -0.9
H 0.469 -2.234 0.313 -0.2 0.0 0.1
H 1.401 -1.991 -1.063 0.8 -0.8 -1.7
```
Forces are in eV/Å.



# 3
# C7H12Si2

A cluster of 2 separate species, C7H12Si2 in total in a non-equilibrium geometry (ωB97M-V with the def2-TZVPD basis set, the Open Molecules 2025 dataset).

The energy above the lowest of the compared OMol25 structures with the same formula, charge and spin is 47.3 kcal per mole. For the gap between HOMO and LUMO, the calculation gives 0.275 hartree. The maximum force is 3.0 eV Å⁻¹. The calculated total energy comes out at -852.7688 a.u.

XYZ file:
```
21
Properties=species:S:1:pos:R:3:forces:R:3
C -3.141 -0.245 0.709 -0.2 -0.1 -0.7
C -2.056 -0.862 1.346 -1.0 1.6 -0.7
C -2.843 0.669 -0.276 1.3 0.0 -0.3
C -0.778 -0.478 1.049 2.7 -0.9 -0.8
C -1.538 0.991 -0.681 0.0 0.3 0.4
C -0.453 0.352 -0.035 -1.2 1.0 -0.2
C 1.174 0.273 -2.372 2.2 -0.7 -1.3
Si 3.241 -0.528 1.338 -0.3 2.1 2.1
Si 1.273 0.879 -0.559 0.1 -0.2 -0.6
H -4.243 -0.427 0.783 1.3 -0.4 0.7
H -2.235 -1.538 2.093 -0.3 -1.7 1.8
H -3.652 1.035 -0.820 -1.2 1.0 -0.8
H 0.165 -0.955 1.473 -2.1 0.3 0.1
H -1.388 1.826 -1.418 -0.2 -1.2 0.5
H 0.632 1.115 -2.809 -0.3 0.2 -0.3
H 2.197 0.235 -2.989 -2.0 0.3 1.5
H 0.646 -0.660 -2.644 0.0 0.5 0.4
H 4.164 -1.152 2.243 0.3 -1.0 0.5
H 1.830 -0.853 1.532 0.0 -0.8 -0.4
H 3.169 0.842 1.971 0.3 -0.3 -0.5
H 3.837 -0.519 0.067 0.3 -0.1 -1.5
```
Forces are in eV/Å.



# 4
# C7H13BBrClO6P

A structure of composition C7H13BBrClO6P in a non-equilibrium geometry (ωB97M-V with the def2-TZVPD basis set, the Open Molecules 2025 dataset).

The energy above the lowest of the compared OMol25 structures with the same formula, charge and spin is 9.5 kcal per mole. For the gap between HOMO and LUMO, the calculation gives 0.260 hartree. The maximum force is 2.0 eV Å⁻¹. The total charge is -1. The calculated total energy comes out at -4126.6283 a.u.

XYZ file:
```
30
Properties=species:S:1:pos:R:3:forces:R:3
O 1.508 -1.570 1.685 -1.6 0.7 -0.3
C 0.427 -1.198 1.299 1.8 -0.9 0.0
Br -0.999 -0.956 2.651 0.0 -0.1 -0.1
C 0.076 -0.904 -0.126 0.1 0.0 1.4
P 0.107 0.899 -0.487 -0.1 -0.1 -1.1
C 1.876 1.330 -0.132 -0.8 0.6 1.1
C 2.055 1.919 1.275 0.5 -0.7 -0.5
C 3.523 2.049 1.652 -0.7 -0.1 -0.2
Cl 4.205 3.611 1.126 0.2 0.2 0.0
O -0.653 1.609 0.827 0.6 0.0 -0.4
B -1.972 1.867 0.624 -0.5 0.7 0.3
O -2.445 3.149 0.918 0.6 -0.3 0.3
O -2.841 0.901 0.199 0.4 -0.4 -0.1
H 0.851 -1.372 -0.714 0.2 -0.1 -0.4
H -0.862 -1.341 -0.447 -0.4 0.2 -0.1
H 2.504 0.458 -0.243 0.2 -0.3 -0.3
H 2.130 2.102 -0.842 0.3 0.0 -0.5
H 1.609 1.231 1.980 -0.2 0.0 0.4
H 1.554 2.870 1.335 -0.2 0.3 0.3
H 4.077 1.273 1.154 0.4 -0.2 -0.1
H 3.634 1.946 2.717 0.3 0.2 0.4
H -3.133 3.037 1.571 -0.6 0.3 0.0
H -3.315 1.154 -0.591 -0.4 0.0 -0.2
C -2.453 -3.902 -2.537 0.1 -0.1 0.0
C -1.350 -2.825 -2.434 0.0 -0.1 -0.1
O -0.166 -3.223 -2.452 0.1 0.0 0.1
O -1.755 -1.641 -2.325 -0.1 0.1 0.1
H -2.025 -4.900 -2.622 0.0 0.0 0.0
H -3.090 -3.864 -1.651 0.0 0.1 0.0
H -3.076 -3.708 -3.412 -0.1 0.1 0.0
```
Forces are in eV/Å.



# 5
# C7H13BrN2SSi

An isolated molecule of C7H13BrN2SSi in a non-equilibrium geometry (ωB97M-V with the def2-TZVPD basis set, the Open Molecules 2025 dataset).

The energy above the lowest of the compared OMol25 structures with the same formula, charge and spin is 0.0 kcal per mole. For the gap between HOMO and LUMO, the calculation gives 0.325 hartree. The maximum force is 1.9 eV Å⁻¹. The calculated total energy comes out at -3645.7021 a.u.

XYZ file:
```
25
Properties=species:S:1:pos:R:3:forces:R:3
H 2.526 -1.635 1.400 -0.1 0.0 0.3
N 1.602 -1.274 1.183 0.8 -0.2 -0.1
C 0.894 -0.934 2.166 0.9 -0.5 0.4
N -0.365 -0.395 1.917 -1.7 0.7 -0.4
C -0.790 -0.597 0.775 0.8 0.1 0.9
C -0.886 -0.786 -0.486 -0.8 0.6 -1.6
Br -2.029 -2.105 -1.250 0.1 -0.1 0.2
Si -0.210 0.448 -1.803 -0.2 -0.2 0.0
C 0.736 -0.667 -3.025 -0.3 0.5 0.3
C 0.843 1.807 -0.995 -0.3 -0.5 -0.3
C -1.770 1.208 -2.590 0.5 -0.3 0.3
S 1.350 -0.992 3.879 -0.1 -0.1 -0.1
C -0.182 -0.507 4.736 0.3 0.0 -0.2
H 0.185 -0.782 -3.954 -0.1 0.0 -0.1
H 1.707 -0.250 -3.274 0.2 0.1 0.0
H 0.901 -1.659 -2.612 0.0 -0.1 0.1
H 0.826 1.741 0.088 0.0 0.0 0.2
H 1.877 1.744 -1.317 0.2 -0.1 0.0
H 0.478 2.789 -1.281 -0.1 0.1 0.0
H -2.363 0.455 -3.100 -0.1 -0.2 0.0
H -2.402 1.675 -1.836 0.0 0.0 0.1
H -1.513 1.972 -3.318 0.1 0.2 -0.2
H -0.109 0.533 5.042 -0.1 0.0 0.0
H -0.291 -1.150 5.603 0.0 -0.1 0.1
H -1.012 -0.640 4.052 -0.1 0.0 0.1
```
Forces are in eV/Å.



# 6
# C7H13Cl12O4P

A structure of composition C7H13Cl12O4P in a non-equilibrium geometry (ωB97M-V with the def2-TZVPD basis set, the Open Molecules 2025 dataset).

The energy above the lowest of the compared OMol25 structures with the same formula, charge and spin is 125.8 kcal per mole. For the gap between HOMO and LUMO, the calculation gives 0.384 hartree. The maximum force is 5.8 eV Å⁻¹. The calculated total energy comes out at -6439.0091 a.u.

XYZ file:
```
37
Properties=species:S:1:pos:R:3:forces:R:3
C -0.302 0.917 3.199 0.0 0.4 2.0
O 1.082 0.730 2.811 0.3 -0.9 0.1
P 1.699 -0.750 2.729 0.0 -1.7 0.4
O 1.024 -1.762 3.606 0.8 1.5 -1.4
O 1.638 -1.104 1.120 -0.8 -0.3 2.6
C 0.402 -1.742 0.682 -0.2 1.0 -1.2
O 3.285 -0.545 3.021 -1.9 0.6 -0.6
C 4.185 -1.641 2.814 -0.1 -0.3 -0.1
H -0.943 0.039 3.270 0.4 -0.4 -0.8
H -0.737 1.706 2.585 0.1 -0.3 0.4
H -0.263 1.230 4.242 0.0 0.4 0.0
H -0.465 -1.396 1.246 0.2 -0.4 0.3
H 0.414 -2.810 0.466 0.5 -0.2 1.1
H 0.251 -1.370 -0.332 -0.1 0.4 0.3
H 3.691 -2.446 2.271 0.1 0.0 0.0
H 4.519 -2.028 3.777 -0.1 0.1 0.0
H 5.039 -1.283 2.238 -0.1 0.1 0.1
C -2.496 -0.923 -3.228 0.1 -0.5 -1.2
Cl -2.864 0.635 -2.497 0.0 -4.1 -3.2
Cl -1.991 -0.722 -4.947 -0.2 -0.1 0.5
Cl -3.881 -2.002 -3.090 -0.3 0.0 -0.1
H -1.705 -1.483 -2.729 -0.1 0.8 0.0
C 2.223 -0.966 -2.143 0.8 -1.7 1.0
Cl 2.961 -2.026 -0.889 0.3 -0.1 -1.2
Cl 0.656 -1.643 -2.645 0.6 -0.9 -0.5
Cl 3.339 -0.879 -3.475 0.0 0.4 -0.4
H 1.997 0.011 -1.716 0.9 -1.0 0.1
C -0.559 1.542 -1.072 0.9 1.1 0.6
Cl -0.993 3.237 -1.229 1.8 1.7 -0.8
Cl 0.079 1.332 0.547 0.2 0.0 -1.5
Cl 0.627 1.201 -2.309 -1.3 2.0 -0.5
H -1.490 0.989 -1.201 1.6 -0.3 0.1
C -4.033 3.249 -1.385 -0.3 1.2 -0.5
Cl -3.163 1.964 -0.589 -3.9 1.6 3.9
Cl -5.701 3.380 -0.839 0.0 -0.2 0.0
Cl -3.959 3.157 -3.175 -0.4 0.7 0.4
H -3.566 4.202 -1.135 0.1 -0.3 0.0
```
Forces are in eV/Å.



# 7
# C7H13F

An isolated molecule of C7H13F in a non-equilibrium geometry (ωB97M-V with the def2-TZVPD basis set, the Open Molecules 2025 dataset).

The energy above the lowest of the compared OMol25 structures with the same formula, charge and spin is 15.9 kcal per mole. For the gap between HOMO and LUMO, the calculation gives 0.368 hartree. The maximum force is 2.6 eV Å⁻¹. The calculated total energy comes out at -374.3343 a.u.

XYZ file:
```
21
Properties=species:S:1:pos:R:3:forces:R:3
C -3.003 0.712 0.020 -1.2 -0.1 1.5
C -1.700 0.174 0.488 2.4 0.7 0.8
C -0.954 -0.686 -0.561 -0.4 0.7 2.0
C 0.426 -1.063 -0.109 -0.3 -2.1 -0.6
C 1.520 -0.343 -0.038 -0.4 1.2 -1.3
C 2.830 -0.983 0.202 0.7 0.2 1.3
C 1.482 1.166 -0.254 -1.9 -0.2 1.0
F 2.724 1.648 -0.024 1.4 0.9 -0.5
H -3.627 -0.048 -0.445 -0.1 0.0 -0.2
H -3.562 1.115 0.888 0.1 -0.3 -0.4
H -2.861 1.557 -0.604 0.1 0.6 -1.1
H -1.721 -0.351 1.451 -0.4 -0.3 -0.3
H -1.029 1.045 0.756 -0.7 -0.7 -0.4
H -1.593 -1.525 -0.717 -0.1 -1.0 -0.2
H -0.999 -0.141 -1.470 0.5 0.6 -1.1
H 0.654 -2.134 0.073 -0.7 0.5 -0.2
H 3.628 -0.757 -0.524 -0.6 -0.4 -0.2
H 3.214 -0.482 1.088 0.4 -0.2 0.4
H 2.694 -2.055 0.459 0.3 0.7 -0.5
H 0.845 1.632 0.547 0.4 -0.4 -0.7
H 1.035 1.519 -1.225 0.8 -0.5 0.6
```
Forces are in eV/Å.



# 8
# C7H13FO2

A structure of composition C7H13FO2 in a non-equilibrium geometry (ωB97M-V with the def2-TZVPD basis set, the Open Molecules 2025 dataset).

The energy above the lowest of the compared OMol25 structures with the same formula, charge and spin is 0.0 kcal per mole. For the gap between HOMO and LUMO, the calculation gives 0.360 hartree. The maximum force is 6.9 eV Å⁻¹. The calculated total energy comes out at -524.7095 a.u.

XYZ file:
```
23
Properties=species:S:1:pos:R:3:forces:R:3
C -1.439 -0.187 -0.248 -3.7 -0.1 1.0
C -0.330 -0.633 0.187 6.8 1.0 -1.0
C -2.701 -0.787 0.405 0.8 -2.5 -1.4
C -1.678 0.923 -1.232 -0.5 -0.3 0.5
C 2.674 -1.879 -0.552 -2.8 0.2 0.3
C 1.508 1.448 1.716 -2.0 1.1 -2.9
C 1.418 0.236 -0.370 -1.9 -1.3 1.6
O 2.515 -0.576 -0.025 -0.8 1.0 0.7
O 1.533 1.511 0.152 0.1 -1.6 3.1
F -0.158 -1.709 0.977 -0.2 0.2 0.3
H -3.364 -0.875 -0.437 -0.7 -0.6 -0.4
H -2.642 -1.847 0.926 0.2 2.5 -0.9
H -3.186 -0.049 0.953 -0.6 1.2 1.7
H -2.618 0.747 -1.800 0.4 0.5 0.7
H -0.928 0.866 -1.950 1.4 -0.1 -1.5
H -1.543 1.923 -0.813 -0.7 -0.1 0.1
H 3.509 -2.325 -0.117 1.9 -0.2 0.2
H 2.613 -1.813 -1.605 0.7 -0.2 -1.4
H 1.884 -2.604 -0.279 -0.3 0.7 0.2
H 0.791 0.668 1.959 -0.1 0.1 0.1
H 1.144 2.445 2.010 0.1 -0.5 -0.1
H 2.430 1.241 2.154 1.7 -0.3 0.2
H 1.243 0.418 -1.405 0.1 -0.5 -1.1
```
Forces are in eV/Å.